Below is a structure of composition C34H40CeN3O6PS, with properties calculated with ωB97M-V/def2-TZVPD.

Last column: Mulliken charge in e.
Element x y z (Å)
Ce (-0.93625, 0.21116, 0.30857)  -0.2608
O (2.88524, 3.08290, 0.86521)  -0.6874
C (3.50536, 2.06052, 1.49489)  0.6570
C (4.87715, 2.18580, 1.70400)  -0.6804
C (5.57354, 1.20633, 2.37702)  -0.3996
C (4.92208, 0.07069, 2.85780)  -0.9228
C (3.56965, -0.06695, 2.65612)  -0.6446
C (2.83409, 0.91359, 1.97243)  0.0649
C (1.38055, 0.74592, 1.81867)  1.5379
O (0.67730, 1.55467, 1.05114)  -0.2802
N (0.82670, -0.17282, 2.56733)  -1.1559
N (-0.49685, -0.48272, 2.47106)  0.6086
C (-1.16897, -0.43774, 3.56645)  -0.3606
C (-2.55421, -0.86189, 3.65386)  0.6914
C (-3.18227, -0.80076, 4.89606)  -0.9087
C (-4.48387, -1.25063, 5.02090)  -0.4309
C (-5.10589, -1.75210, 3.89222)  -0.9198
C (-4.41110, -1.74502, 2.68978)  -0.0726
N (-3.16672, -1.30271, 2.54457)  0.1331
H (1.94795, 2.86682, 0.79264)  0.2261
H (5.36193, 3.08270, 1.34081)  0.5316
H (6.63547, 1.33028, 2.54450)  0.4527
H (5.47149, -0.69052, 3.39320)  0.4557
H (3.04343, -0.93719, 3.02046)  0.5020
H (-0.67731, -0.09416, 4.47229)  0.4098
H (-2.63511, -0.41055, 5.74439)  0.4395
H (-4.99445, -1.22265, 5.97355)  0.4659
H (-6.11573, -2.13545, 3.93135)  0.4371
H (-4.89684, -2.12318, 1.79984)  0.5178
C (5.99218, 2.14768, -3.02902)  -1.4984
C (4.66035, 1.60721, -2.60316)  0.4412
C (3.53901, 2.42525, -2.58400)  -1.2896
C (2.29585, 1.96789, -2.17552)  0.1760
C (1.18457, 2.99046, -2.18135)  -0.9623
C (2.17097, 0.61593, -1.76834)  0.7510
C (3.30594, -0.22292, -1.76744)  1.6341
C (3.24515, -1.66386, -1.33510)  -1.4954
C (4.51732, 0.28682, -2.19345)  -1.2450
C (0.88379, 0.05589, -1.32289)  1.3517
O (-0.21958, 0.56255, -1.74532)  -0.7331
O (0.80192, -0.90238, -0.48655)  -0.3934
H (5.89658, 3.16792, -3.39429)  0.3977
H (6.42793, 1.53191, -3.81618)  0.3844
H (6.68772, 2.14762, -2.18800)  0.3300
H (3.63414, 3.46191, -2.88235)  0.3409
H (1.61784, 3.98573, -2.26163)  0.5311
H (0.59639, 2.95530, -1.26733)  -0.1677
H (0.51975, 2.83507, -3.03220)  0.3515
H (2.45795, -2.20693, -1.86192)  0.2323
H (3.03086, -1.74220, -0.26902)  0.2053
H (4.19409, -2.15704, -1.53022)  0.5047
H (5.38225, -0.36632, -2.20076)  0.4483
C (0.24670, -5.90785, -2.74336)  -1.6207
C (-0.61321, -4.83184, -2.14906)  0.7093
C (-0.57696, -3.53020, -2.64846)  -0.6361
C (-1.39480, -2.54000, -2.13110)  -0.5760
C (-2.24112, -2.85969, -1.07831)  0.6512
C (-2.27587, -4.13939, -0.53797)  -0.7134
C (-1.46543, -5.11898, -1.08087)  -0.7612
S (-3.43080, -1.67287, -0.47108)  0.3816
C (-4.59658, -1.82887, -1.84935)  -1.0915
O (-2.81418, -0.29577, -0.71461)  -0.1397
H (0.52859, -5.66668, -3.76636)  0.4006
H (-0.27294, -6.86445, -2.73936)  0.4335
H (1.16164, -6.02369, -2.15867)  0.3197
H (0.08321, -3.29403, -3.47398)  0.4294
H (-1.38909, -1.54672, -2.56283)  0.5993
H (-2.93578, -4.36112, 0.29361)  0.4822
H (-1.49519, -6.12167, -0.67430)  0.4539
H (-4.05174, -1.66537, -2.77686)  0.4000
H (-5.36508, -1.06798, -1.71218)  0.4697
H (-5.03843, -2.82289, -1.82044)  0.4100
C (-2.68739, 2.71089, -1.29493)  -0.8942
P (-2.88902, 2.88015, 0.50568)  1.2661
C (-4.66029, 2.94118, 0.83151)  -1.2527
C (-2.14668, 4.45189, 0.98085)  -1.1695
O (-2.24264, 1.73546, 1.27166)  -0.3631
H (-2.84937, 3.67378, -1.77650)  0.5901
H (-3.40803, 1.98842, -1.67486)  0.2004
H (-1.68316, 2.34990, -1.54492)  0.1096
H (-5.13085, 3.72840, 0.24345)  0.4184
H (-4.82153, 3.12866, 1.89296)  0.3990
H (-5.08620, 1.97151, 0.57211)  0.2999
H (-2.42127, 5.24157, 0.28309)  0.4482
H (-1.06248, 4.32905, 0.99821)  0.2472
H (-2.48333, 4.72136, 1.98214)  0.3969

Output
* Kohn-Sham gap (alpha / beta): 5.800 / 5.801 eV
* charge: +2
* energy above the lowest of the compared OMol25 structures with the same formula, charge and spin: 39.41 kcal per mole
* calculated total energy: -85705.982 eV